(1)
Density functional theory data (wB97M-V/def2-TZVPD) for 16 unconnected molecules or ions with the total composition C39H58F3N17O3S in a non-equilibrium geometry.

```
121
Properties=species:S:1:pos:R:3:forces:R:3
S -2.57216 -2.29749 1.05263 -1.001 -1.024 -0.605
F 2.59595 -4.94587 2.63456 1.904 0.697 0.788
F 2.67552 -3.15224 4.01343 -1.559 -0.941 0.281
F 3.14586 -2.58761 0.79138 -0.805 -1.820 -0.810
O -1.80392 -2.96527 -0.29716 1.297 -0.608 5.335
O -3.28915 -1.13578 0.54489 0.572 0.128 0.546
O -1.43692 -1.71418 2.12171 0.312 -0.505 -1.296
N 1.15962 -0.73880 -4.34058 0.312 -0.107 -0.179
N -0.91949 5.07100 -3.00588 0.117 0.022 -0.003
N 0.55100 -6.28501 8.69518 0.077 0.013 0.254
N -3.73080 -2.88524 -2.26384 1.430 -0.678 0.383
N 4.30923 6.89635 -0.00106 -0.043 -0.029 -0.031
N 8.07077 -3.38064 5.21035 0.021 0.022 0.040
N -2.61898 -2.69755 -1.57087 -2.401 2.904 -5.634
N 1.69950 -4.83318 -3.43931 -0.078 -0.123 -0.020
N -5.66722 7.15688 -1.16734 -0.035 0.009 -0.052
N -0.42013 -3.92991 4.80498 0.275 -0.252 0.666
N -3.16292 -4.89455 4.18652 -0.171 -0.156 0.026
N -11.00154 7.27814 0.67753 -0.018 0.009 0.038
N 1.81481 1.13193 3.10363 -0.058 -0.009 -0.024
N -3.11880 3.90166 2.54286 0.004 0.053 -0.033
N 2.94973 3.85266 -4.69491 0.159 0.393 -0.113
N 4.71137 0.62763 -6.40130 -0.042 -0.001 -0.033
N -1.34359 1.09241 -6.05567 -0.077 0.005 -0.004
C 0.04869 -6.36678 5.58841 0.080 -0.449 0.123
C -2.70687 2.83905 2.67785 0.074 -0.175 0.059
C 0.37057 0.66123 -7.96752 0.301 -0.050 -0.292
C 5.72007 8.49261 -1.50033 0.220 0.236 -0.231
C 5.32395 0.15600 -5.55445 0.072 -0.066 0.079
C 3.19280 0.00871 5.00774 0.218 -0.173 0.330
C 1.71573 0.17336 -3.92114 0.151 0.128 0.065
C -1.90198 -2.18136 -2.61457 0.654 -0.070 -1.248
C -0.59059 0.90385 -6.89996 0.099 -0.035 -0.053
C 1.22185 -5.43118 9.06464 0.073 0.111 0.098
C 6.10731 -3.80868 3.55382 -0.324 -0.063 -0.282
C 2.44380 -3.61349 2.78979 -0.136 -0.216 -1.615
C -4.03813 -5.07518 3.46704 -0.090 0.010 -0.143
C -10.31889 6.99364 -0.19928 0.082 -0.046 -0.132
C -2.18008 1.49327 2.85698 0.225 -0.393 0.018
C 3.66731 -3.41301 -2.50149 0.336 0.251 0.185
C 2.76477 4.64875 -3.88889 -0.018 0.257 -0.012
C 2.56624 -4.20765 -3.02613 0.117 0.132 0.039
C -5.31511 6.77142 -0.14506 0.000 -0.010 0.205
C -1.22584 5.68963 -2.08936 -0.094 0.073 0.127
C 7.20663 -3.56893 4.48035 -0.118 -0.032 -0.104
C 4.93047 7.59923 -0.66124 0.100 0.106 -0.055
C 6.10426 -0.44341 -4.47911 0.227 -0.126 0.285
C -4.64169 -3.10645 -2.95032 -0.344 -0.251 0.526
C -5.14579 -5.30328 2.54834 -0.324 -0.030 -0.270
C 2.12411 -2.84959 1.68913 -0.621 1.178 0.851
C -1.54667 -0.71040 -2.76908 -0.526 0.181 0.864
C 2.07258 -4.34617 9.53471 0.243 0.320 0.131
C 2.42172 0.63894 3.94300 0.080 -0.102 0.098
C 0.76882 -2.30613 1.30203 0.785 1.568 0.297
C -9.45142 6.63206 -1.31339 0.296 -0.081 -0.312
C -4.86318 6.28247 1.15173 0.037 -0.142 0.267
C -0.35433 -2.65634 2.30763 1.003 0.763 -0.040
C 2.52934 5.65951 -2.86708 -0.107 0.327 0.309
C -1.61581 6.47640 -0.92582 -0.127 0.188 0.359
C 2.39055 1.34027 -3.36996 0.100 -0.050 0.445
C -1.45327 -3.13909 -3.73572 0.051 0.717 0.742
C -0.20994 -5.00366 5.15241 0.050 -0.068 0.002
C -5.79989 -3.39004 -3.78719 -0.450 -0.022 0.117
H 0.81505 -1.19538 1.23364 -0.238 -0.504 -0.040
H -2.74990 0.93613 3.60029 -0.119 0.143 -0.035
H 1.59628 6.19334 -3.04474 -0.037 -0.193 -0.177
H -0.80581 -7.01506 5.39178 -0.097 0.201 -0.075
H 5.49980 -1.12710 -3.88425 -0.112 0.046 -0.111
H -6.68684 -3.62116 -3.19096 0.048 0.023 0.018
H -1.89427 -0.30083 -3.74006 0.255 -0.388 0.309
H 5.09367 9.01360 -2.22444 -0.112 -0.088 0.085
H -5.62305 6.42905 1.91926 -0.080 0.072 -0.142
H -0.66494 -2.65973 -4.34197 -0.233 -0.334 0.376
H -2.21046 0.92296 1.92787 -0.114 0.120 -0.035
H -5.61157 -4.24336 -4.43925 0.162 0.013 0.062
H -0.68961 -3.70617 2.28487 0.026 0.446 -0.167
H -6.06902 -5.51889 3.08600 0.112 0.020 0.133
H -1.14373 7.45885 -0.93485 0.052 -0.062 -0.151
H -8.43810 7.00983 -1.17138 -0.064 0.047 0.123
H 0.25521 -6.40946 6.66150 -0.136 0.138 -0.315
H 3.68985 0.74880 5.63472 -0.088 0.124 -0.137
H 1.32133 1.15498 -7.76424 -0.080 0.022 0.160
H 2.55484 -0.59289 5.65516 -0.132 0.045 -0.139
H 5.18300 -4.03750 4.08404 0.115 0.011 0.139
H -5.32583 -4.42939 1.92169 0.165 0.063 0.099
H -6.04611 -2.53898 -4.42361 0.127 0.040 0.053
H 1.92802 2.25908 -3.70645 -0.179 -0.210 -0.151
H 1.70729 -3.37914 9.18942 -0.132 -0.115 -0.072
H 2.46615 5.21626 -1.87321 0.052 -0.116 -0.084
H 3.09497 -4.45991 9.17466 -0.076 -0.147 -0.065
H -9.82087 7.03819 -2.25481 -0.128 0.068 0.120
H 0.02637 -2.45262 3.31628 -0.347 -0.115 -0.437
H -2.00529 -0.08385 -1.97690 0.070 -0.509 -0.293
H 6.95006 -1.00847 -4.87040 -0.074 0.054 -0.138
H -1.32838 5.98138 0.00199 0.054 -0.137 -0.109
H -1.14202 1.51582 3.19136 -0.012 0.180 -0.053
H -4.94523 -6.14636 1.88734 0.151 0.010 0.092
H 0.57375 -2.65053 0.26111 0.080 -0.115 0.606
H 4.60251 -3.97375 -2.51252 -0.115 -0.127 -0.066
H -2.69482 6.63024 -0.89631 0.030 -0.082 -0.206
H 3.43765 1.37694 -3.66683 -0.091 -0.073 -0.187
H -0.46109 -0.52594 -2.71796 -0.477 -0.292 -0.105
H 3.96258 -0.64952 4.60543 -0.084 0.057 -0.160
H 5.91719 -2.93763 2.92586 0.126 0.054 0.090
H -9.38236 5.55073 -1.43064 -0.107 0.011 0.150
H -3.96274 6.79998 1.48098 -0.012 0.036 -0.124
H 3.32941 6.39855 -2.84156 0.097 -0.158 -0.117
H -4.63265 5.21912 1.12079 0.013 0.040 -0.107
H 6.23050 9.24826 -0.90377 -0.087 -0.088 0.120
H 6.31959 -4.64756 2.89123 0.143 0.002 0.099
H 2.35862 1.34010 -2.27825 -0.128 -0.224 -0.026
H 0.00347 1.03372 -8.92396 -0.134 0.047 0.110
H -1.07625 -4.06769 -3.26829 -0.220 0.280 -0.589
H 6.50019 0.31645 -3.80516 -0.081 0.093 -0.112
H 3.48008 -3.10501 -1.47250 -0.144 -0.088 -0.053
H -2.30151 -3.33683 -4.43781 0.302 -0.088 0.467
H 2.10886 -4.31469 10.62340 -0.107 -0.139 -0.029
H 6.48010 7.94467 -2.05709 -0.075 -0.125 0.090
H 0.57217 -0.40345 -8.08357 -0.100 -0.001 0.162
H 3.81566 -2.50970 -3.09290 -0.208 -0.061 -0.106
H 0.90845 -6.79340 5.06967 -0.011 0.174 -0.103
```
Positions in Å, forces in eV/Å.

Calculated values
Molecular weight   902.1 g mol⁻¹
Frontier orbital gap   0.189 Eh
E_LUMO   -0.812 eV

(2)
Density functional theory data (wB97M-V/def2-TZVPD) for a molecular structure, C12H10N3O5W in a non-equilibrium geometry.

```
31
Properties=species:S:1:pos:R:3:forces:R:3
W 0.00740 1.08948 1.01028 0.435 -0.228 -0.530
O 3.60917 -2.33265 0.36532 0.359 0.625 0.267
O 0.38277 1.30052 2.61431 -0.067 -0.058 0.174
O -0.75192 4.84132 -0.15396 0.076 -0.035 -0.188
O 1.45321 5.81595 1.44871 0.241 -0.160 0.112
O -1.10454 -0.51021 0.36511 -0.280 -0.184 0.070
N -2.04278 1.85442 0.94501 -0.033 0.044 -0.005
N 1.08324 -0.37698 0.43991 -0.537 -0.039 -0.008
N 0.32438 2.84598 0.06158 -0.244 0.189 0.303
C 0.02238 -1.14530 0.13397 0.521 0.295 0.122
C -2.12053 2.84378 -0.18468 -0.067 -0.003 0.002
C 1.45275 4.88111 0.85194 -0.429 0.244 -0.283
C 1.51634 3.67016 -0.01737 0.275 -0.127 -0.010
C 2.54573 -2.53286 0.10017 -0.106 -1.061 -0.370
C 0.09597 -2.52957 -0.29795 0.045 -0.023 -0.007
C 1.36289 -3.17563 -0.32442 -0.316 0.646 0.144
C -1.02031 -3.24784 -0.67355 0.015 0.069 0.003
C -0.88097 -4.58001 -1.08979 -0.017 -0.014 -0.002
C 0.35859 -5.19011 -1.12261 0.009 -0.065 -0.014
C -0.84481 3.64909 -0.12947 0.028 -0.092 0.148
C 1.50693 -4.49623 -0.73319 0.011 -0.097 -0.021
H -2.73701 1.11509 0.81301 0.017 -0.014 -0.009
H 0.45015 -6.22035 -1.44188 0.008 0.003 -0.003
H 2.43352 3.13187 0.23255 0.014 0.021 0.067
H -2.29185 2.32237 1.82168 -0.004 -0.025 0.018
H -2.16604 2.29362 -1.12664 -0.041 0.051 -0.031
H -1.75943 -5.13809 -1.38738 -0.005 0.009 0.003
H -2.99441 3.48707 -0.10234 0.009 0.007 0.041
H 1.63259 4.10067 -1.02196 0.064 0.009 -0.001
H -1.99855 -2.78532 -0.65467 0.011 0.001 0.004
H 2.47515 -4.98136 -0.74168 0.006 0.011 0.005
```
Positions in Å, forces in eV/Å.

Calculated values
Molecular weight   460.1 g mol⁻¹
Charge   +3
Frontier orbital gap   0.273 Eh
E_LUMO   -12.583 eV
Energy above the lowest of the compared OMol25 structures with the same formula, charge and spin   0.0000 eV

(3)
Density functional theory data (wB97M-V/def2-TZVPD) for a molecular structure, C32H35N4O4S2Sb2Zn.

```
80
Properties=species:S:1:pos:R:3:forces:R:3
Sb -1.34947 -0.80056 -0.91568 0.000 -0.084 -0.116
Sb 0.38765 0.68877 4.25647 0.034 0.006 0.167
Zn 0.21883 -0.28396 1.79393 0.146 0.298 0.145
S -1.51222 -1.66646 1.35308 -0.223 -0.099 0.022
S 1.15220 2.82005 1.57400 -0.057 0.022 0.050
O -0.35728 0.52832 -2.27532 -0.024 -0.116 -0.006
O 2.40551 3.20002 0.97182 0.014 0.032 -0.043
O -0.05387 3.77324 1.13875 0.075 -0.038 0.040
O 3.05303 0.22838 -0.07008 -0.053 -0.111 -0.044
N 1.29861 -3.25938 2.33041 0.170 -0.047 0.087
N 1.97701 -1.24360 1.33892 -0.281 -0.267 -0.008
N 0.53713 1.47468 0.59735 0.065 -0.019 -0.139
N 3.25813 -3.06267 1.04059 0.078 -0.013 0.046
C -0.20415 5.53100 -3.28257 -0.028 0.061 0.118
C 0.21004 -2.15003 -1.51091 0.023 -0.013 0.090
C -4.26541 -1.56054 -1.34430 0.024 -0.008 0.114
C 0.19080 4.04675 -1.35871 -0.005 -0.037 -0.034
C -0.55003 1.95974 -0.33167 -0.086 -0.003 -0.162
C 2.96273 -0.85777 0.45485 0.141 0.194 0.122
C -5.21791 -2.38178 -3.39150 0.017 0.008 0.010
C 0.07431 -3.46908 -1.08160 -0.039 0.001 0.040
C 3.73266 -4.42797 1.12166 -0.028 -0.015 -0.023
C -2.98192 1.72693 -0.05360 -0.007 -0.175 0.036
C 0.99488 -4.43173 -1.47042 0.023 0.010 -0.039
C -3.09890 3.18358 0.03846 0.020 0.160 0.010
C 2.15747 -2.55564 1.59141 0.021 -0.061 -0.155
C -0.25348 5.34804 -1.96099 -0.013 0.086 -0.033
C -0.64461 3.48555 -0.17802 0.052 -0.061 -0.035
C -2.04898 3.99575 -0.06924 -0.042 -0.053 -0.008
C 2.20150 -2.76686 -2.71484 0.010 -0.055 0.014
C 1.28058 -1.79959 -2.32561 -0.040 0.084 -0.078
C -3.97543 -2.31069 -4.00658 -0.026 -0.005 -0.001
C -1.78768 1.15700 -0.17331 0.076 0.036 -0.019
C -5.36349 -2.01055 -2.06148 -0.012 -0.011 -0.038
C 2.31961 1.36556 4.82782 0.025 -0.021 0.053
C 0.35239 3.20769 -3.77281 0.010 0.046 -0.103
C 0.19704 4.46878 -4.20214 0.047 -0.120 -0.061
C -0.20264 1.75486 -1.79348 -0.002 0.123 0.052
C -0.82968 2.39267 4.62359 -0.037 -0.008 0.018
C -3.02385 -1.48244 -1.96520 0.002 0.006 -0.023
C 3.91591 -2.02571 0.26936 -0.018 0.043 -0.067
C -2.87309 -1.86236 -3.29407 0.063 0.049 -0.024
C 0.13649 2.91702 -2.37268 -0.034 -0.031 0.140
C 2.06203 -4.08054 -2.28971 -0.007 0.007 0.000
C -0.09216 -0.53478 5.92955 -0.009 0.042 0.012
H 2.87385 0.53028 5.25413 -0.001 -0.001 -0.023
H -2.17117 5.06967 -0.02315 0.005 -0.009 -0.002
H 4.25919 -4.66857 0.20044 0.003 0.010 -0.002
H -0.23994 3.16254 5.11750 0.015 -0.017 0.000
H 0.34457 -2.91544 2.35740 -0.161 0.044 -0.069
H -0.45830 6.49730 -3.70005 0.001 -0.005 0.008
H 2.23131 2.14972 5.57788 -0.026 -0.009 -0.004
H -1.22657 2.78671 3.69028 0.009 -0.004 -0.003
H -4.08975 3.60598 0.14894 0.009 -0.004 -0.003
H -0.51306 6.17178 -1.30546 -0.002 -0.021 0.001
H 1.37278 1.18038 0.06043 0.017 0.133 0.053
H -6.33097 -2.07645 -1.58155 0.006 0.001 0.000
H -1.12495 -0.87162 5.86120 0.012 0.002 -0.036
H 4.91256 -1.78072 0.64049 -0.008 0.000 0.022
H 3.96898 -2.29513 -0.78557 0.053 -0.002 0.002
H -6.07622 -2.73235 -3.94935 0.005 0.000 0.000
H 0.03629 0.04143 6.84477 0.002 0.018 -0.023
H 0.86473 -5.45969 -1.15439 0.001 0.000 -0.006
H 3.02172 -2.48930 -3.36609 -0.008 -0.002 0.010
H 0.56587 -1.40147 5.96126 -0.002 0.010 -0.043
H -0.75403 -3.75158 -0.44180 -0.005 0.011 -0.001
H 0.57005 2.39760 -4.45713 -0.009 0.012 0.001
H -1.90395 -1.80635 -3.77721 -0.011 0.004 0.002
H 2.77074 -4.83380 -2.61225 -0.009 0.003 0.003
H 1.40788 -4.25656 2.39923 0.048 -0.012 -0.002
H 2.86110 1.74996 3.96618 -0.012 0.010 -0.009
H 1.38267 -0.78220 -2.67322 0.005 -0.004 0.014
H 1.22035 4.18034 -0.99977 0.011 0.014 -0.002
H -1.65581 2.10231 5.27043 -0.003 -0.002 -0.014
H 0.31851 4.71282 -5.24926 -0.002 -0.016 0.005
H -3.89645 1.14624 -0.08887 0.010 -0.008 -0.006
H 2.89681 -5.12209 1.20369 -0.002 0.007 -0.008
H 4.40918 -4.57025 1.96531 -0.008 -0.002 0.006
H -4.37516 -1.29681 -0.29809 -0.004 -0.002 -0.007
H -3.86306 -2.60440 -5.04180 -0.003 0.001 0.005
```
Positions in Å, forces in eV/Å.

Calculated values
Molecular weight   912.7 g mol⁻¹
Charge   +1
Frontier orbital gap   0.267 Eh
E_LUMO   -2.138 eV
Energy above the lowest of the compared OMol25 structures with the same formula, charge and spin   0.0000 eV

(4)
Density functional theory data (wB97M-V/def2-TZVPD) for 2 unconnected molecules or ions with the total composition C6H8N in a non-equilibrium geometry.

```
15
Properties=species:S:1:pos:R:3:forces:R:3
N -4.68040 -3.50474 0.28136 -3.420 -1.119 -0.253
C -3.64443 -3.07956 0.37933 8.446 1.545 0.272
C -1.58792 -1.30877 0.39153 3.570 -1.963 -1.088
C -0.04328 0.62330 0.10038 0.644 4.739 1.602
C -1.63281 -2.63642 0.33180 -5.472 -2.202 0.143
C 1.22610 1.32172 -0.46763 -1.344 -5.348 0.608
C -0.36519 -0.73802 0.02432 1.529 -0.154 0.307
H -0.76637 1.50970 0.10529 -0.538 -1.889 -0.491
H 1.25240 1.06095 -1.44691 -0.066 0.079 -3.427
H 2.09607 0.85634 -0.13912 1.680 -0.544 1.238
H 0.10777 0.85476 1.22346 -0.255 -1.196 -0.456
H -2.35646 -0.70923 0.59481 -3.220 2.038 0.748
H 1.20871 2.28853 -0.29038 -0.086 4.548 0.741
H 0.48648 -1.38922 -0.26554 -0.676 0.169 0.127
H -0.97550 -3.54732 0.24204 -0.794 1.296 -0.071
```
Positions in Å, forces in eV/Å.

Calculated values
Molecular weight   94.1 g mol⁻¹
Charge   +1
Frontier orbital gap   0.308 Eh
E_LUMO   -7.601 eV
Energy above the lowest of the compared OMol25 structures with the same formula, charge and spin   8.1435 eV